Run w
A single C7H8O4 molecule, computed with the ωB97M-V functional and the def2-TZVPD basis.

Calculated values
Spin multiplicity: 1
SMILES: COc1coc(CO)cc1=O
Highest occupied orbital energy: -0.3190 hartree
Lowest unoccupied orbital energy: -0.3 eV

Each line ends with the Löwdin charge.
Element x y z (Å)
C1 0.010 2.595 -2.445  -0.110
O1 -1.156 1.898 -1.745  -0.131
C2 -0.609 0.988 -0.786  -0.186
C3 -1.554 0.562 0.115  0.052
O2 -1.331 -0.313 1.240  0.016
C4 -0.137 -1.014 1.220  -0.205
C5 0.290 -1.898 2.414  -0.215
O3 1.154 -3.025 2.213  -0.050
C6 0.928 -0.778 0.249  0.098
C7 0.663 0.306 -0.747  -0.300
O4 1.475 0.678 -1.664  -0.047
H1 0.317 3.628 -1.859  0.106
H2 -0.212 2.942 -3.678  0.120
H3 0.905 1.669 -2.633  0.115
H4 -2.521 1.095 0.185  0.148
H5 0.841 -1.186 3.217  0.171
H6 -0.891 -1.928 2.826  0.166
H7 0.939 -3.410 1.343  0.101
H8 1.943 -1.291 0.115  0.152

Run x
A molecular structure, C7H8O4, computed with the ωB97M-V functional and the def2-TZVPD basis.

Calculated values
Spin multiplicity: 1
Highest occupied orbital energy: -0.3694 hartree
Lowest unoccupied orbital energy: -0.7 eV

Each line ends with the Löwdin charge.
Element x y z (Å)
C1 -2.396 -0.119 0.479  -0.043
C2 -0.781 -0.076 0.108  -0.239
C3 -0.126 -1.153 -0.274  0.080
C4 1.338 -1.150 0.146  -0.246
C5 2.087 0.108 0.200  -0.217
C6 1.183 1.285 0.309  -0.153
C7 -0.330 1.181 0.553  -0.317
H1 -3.074 -2.101 0.143  0.135
H2 -3.031 1.137 0.174  0.210
H3 -2.519 -0.625 2.024  0.223
H4 -0.571 -2.066 -0.300  0.091
H5 3.211 0.105 0.268  0.183
H6 1.540 2.314 0.794  0.191
H7 -0.386 1.404 1.683  0.188
H8 0.036 2.689 -0.905  0.236
O1 -3.000 -1.304 -0.631  -0.251
O2 2.012 -2.243 0.217  0.044
O3 1.763 0.773 -0.961  0.019
O4 -0.908 2.360 -0.250  -0.135

Which of them is the least stable? Correct choice: run x.

Run w
3 unconnected molecules or ions with the total composition C3H12O2S, computed with the ωB97M-V functional and the def2-TZVPD basis.

Calculated values
Spin multiplicity: 1
SMILES: CCSC.O.O
Highest occupied orbital energy: -0.3127 hartree
Lowest unoccupied orbital energy: 0.4 eV

Each line ends with the Löwdin charge.
Element x y z (Å)
C1 -0.414 -0.004 0.967  -0.174
C2 -1.588 -0.721 1.588  -0.538
S1 -2.075 -2.313 0.744  0.737
C3 -0.813 -2.552 -0.623  -0.396
H1 -0.259 -0.105 -0.101  0.040
H2 0.461 -0.521 1.343  0.072
H3 -0.392 1.056 1.272  0.081
H4 -2.507 -0.130 1.665  0.057
H5 -1.425 -1.008 2.631  0.057
H6 -0.865 -1.662 -1.264  0.021
H7 0.154 -2.659 -0.140  0.023
H8 -1.013 -3.461 -1.174  0.024
O1 1.137 3.896 -0.920  -0.051
H9 0.562 3.185 -0.608  0.027
H10 0.636 4.402 -1.555  0.027
O2 3.051 1.053 -1.045  -0.050
H11 2.570 1.402 -1.800  0.027
H12 2.781 0.142 -0.981  0.016

Run x
3 unconnected molecules or ions with the total composition C3H12O2S, computed with the ωB97M-V functional and the def2-TZVPD basis.

Calculated values
Spin multiplicity: 1
SMILES: CCCS.O.O
Highest occupied orbital energy: -0.3350 hartree
Lowest unoccupied orbital energy: 0.4 eV

Each line ends with the Löwdin charge.
Element x y z (Å)
C1 1.541 0.711 -1.047  -0.119
C2 2.107 -0.224 0.042  -0.345
C3 1.022 -1.091 0.712  -0.622
S1 1.574 -2.058 2.150  0.667
H1 2.372 1.139 -1.589  0.064
H2 0.788 0.187 -1.566  0.044
H3 0.918 1.579 -0.588  0.103
H4 2.702 0.342 0.754  0.094
H5 2.725 -1.002 -0.520  0.118
H6 0.203 -0.326 0.906  0.079
H7 0.644 -1.862 0.017  0.067
H8 1.132 -3.287 1.764  -0.146
O1 -2.562 2.081 1.781  -0.113
H9 -2.174 1.237 2.216  0.078
H10 -3.494 2.153 2.059  0.032
O2 -2.981 0.131 -2.694  -0.030
H11 -2.924 -0.524 -2.091  -0.045
H12 -3.594 0.813 -2.305  0.074

Run y
4 unconnected molecules or ions with the total composition C3H12O2S, computed with the ωB97M-V functional and the def2-TZVPD basis.

Calculated values
Spin multiplicity: 1
Highest occupied orbital energy: -0.3147 hartree
Lowest unoccupied orbital energy: -5.0 eV

Each line ends with the Löwdin charge.
Element x y z (Å)
C1 -0.494 -0.539 -1.633  -0.211
C2 -1.903 -0.194 -1.097  -0.589
S1 -1.631 0.477 0.533  0.904
C3 0.956 -0.712 2.185  -0.091
H1 -0.382 -0.915 -2.651  0.076
H2 0.251 0.257 -1.639  0.037
H3 -0.144 -1.291 -0.921  0.048
H4 -2.301 0.586 -1.755  0.086
H5 -2.523 -1.081 -1.062  0.080
H6 0.499 -0.791 1.180  -0.056
H7 1.784 -1.405 2.190  0.020
H8 1.444 0.243 2.350  0.030
H9 2.208 2.159 -0.491  0.033
H10 0.237 -0.930 2.956  0.012
O1 1.477 1.541 -0.459  -0.100
H11 1.854 0.628 -0.217  -0.031
H12 2.840 -1.385 -0.682  -0.017
O2 2.300 -0.839 -0.108  -0.233

Which of them is the least stable? Correct choice: run y.

Run w
A single C2H2FN3O molecule, computed with the ωB97M-V functional and the def2-TZVPD basis.

Calculated values
Spin multiplicity: 1
SMILES: O[C@]1(F)C=NN=N1
Highest occupied orbital energy: -0.4050 hartree
Lowest unoccupied orbital energy: -1.1 eV

Each line ends with the Löwdin charge.
Element x y z (Å)
O1 -0.855 1.129 -0.711  0.074
C1 -0.199 0.408 0.270  -0.635
F1 0.046 1.225 1.337  0.083
C2 1.019 -0.250 -0.431  -0.029
N1 0.983 -1.496 -0.209  0.052
N2 -0.083 -1.710 0.675  0.031
N3 -0.836 -0.713 0.847  0.115
H1 -1.839 1.092 -0.619  0.140
H2 1.763 0.314 -1.160  0.171

Run x
A single C2H2FN3O molecule, computed with the ωB97M-V functional and the def2-TZVPD basis.

Calculated values
Spin multiplicity: 1
SMILES: On1cc(F)nn1
Highest occupied orbital energy: -0.3680 hartree
Lowest unoccupied orbital energy: 0.7 eV

Each line ends with the Löwdin charge.
Element x y z (Å)
O1 -2.311 -0.475 -0.001  0.075
N1 -1.001 -0.126 -0.004  -0.232
C1 0.044 -0.976 0.003  0.043
C2 1.090 -0.093 0.010  -0.383
F1 2.383 -0.376 -0.007  0.098
N2 0.661 1.170 0.003  0.082
N3 -0.651 1.138 -0.001  0.046
H1 -2.769 0.392 -0.007  0.133
H2 -0.057 -2.063 0.011  0.140

Which of them is the least stable? Correct choice: run x.

Run w
A molecular structure, C3H4CsLiO3, computed with the ωB97M-V functional and the def2-TZVPD basis.

Calculated values
Spin multiplicity: 2
Highest occupied orbital energy (alpha / beta): -0.3766 / -0.4337 hartree
Net charge: +1
Lowest unoccupied orbital energy (alpha / beta): -3.8 / -3.8 eV
⟨S²⟩: 0.754

Each line ends with the Löwdin charge.
Element x y z (Å)
O1 -2.030 0.541 -0.165  -0.571
C1 -1.666 -0.803 -0.055  -0.525
C2 -0.539 -1.189 -0.949  0.030
O2 4.722 -0.076 1.502  0.245
C3 4.132 0.861 1.187  -0.399
O3 3.514 1.781 0.825  0.162
Li1 -3.711 0.991 -0.430  0.790
Cs1 -0.073 3.208 0.094  0.970
H1 -2.532 -1.471 -0.288  0.099
H2 -1.397 -1.063 0.990  0.103
H3 -0.344 -0.606 -1.854  0.045
H4 -0.074 -2.174 -0.857  0.050

Run x
A molecular structure, C3H4CsLiO3, computed with the ωB97M-V functional and the def2-TZVPD basis.

Calculated values
Spin multiplicity: 2
Highest occupied orbital energy (alpha / beta): -0.3057 / -0.3913 hartree
Net charge: +1
Lowest unoccupied orbital energy (alpha / beta): -3.8 / -3.8 eV
⟨S²⟩: 0.755

Each line ends with the Löwdin charge.
Element x y z (Å)
O1 2.518 0.140 0.125  -0.172
C1 2.094 -1.054 -0.065  -0.350
C2 0.626 -1.332 0.046  -0.071
Li1 1.534 1.694 0.203  0.765
H1 1.168 -1.376 -1.208  0.239
H2 0.349 -1.260 1.108  0.128
H3 0.329 -2.374 -0.136  0.074
O2 -0.239 0.784 -0.033  -0.214
C3 -1.383 1.050 -0.460  -0.487
Cs1 -7.348 4.009 0.012  0.982
O3 -2.345 1.602 0.047  -0.046
H4 2.697 -1.883 0.360  0.153

Which of them is the least stable? Correct choice: run x.